The following is a DFT calculation (ωB97M-V with the def2-TZVPD basis set) of a structure of composition C51H78GaN8O6 in a non-equilibrium geometry.

Gap between HOMO and LUMO in Ha: 0.2564
Largest force on an atom in eV Å⁻¹: 1.663
LUMO level in eV: 1.98
Net charge: -1
HOMO in eV: -4.994

The geometry in XYZ format:
```
144
C51H78GaN8O6 (ωB97M-V with the def2-TZVPD basis set)
C 3.9486 0.6896 1.0150
C 4.1518 0.1524 -0.3875
O 3.2967 0.7232 -1.3586
C 3.4358 2.1215 -1.5024
C 2.5886 2.5625 -2.7070
C 1.3273 3.3135 -2.2766
C 0.6388 4.0129 -3.4365
C -0.7376 4.5482 -3.0550
Ga -1.9923 2.9697 -2.7045
C -3.7914 3.4027 -3.5892
C -4.8904 2.4537 -3.3777
O -5.5502 1.9292 -4.2787
C -2.1159 2.8170 -0.6608
C -2.9533 1.6553 -0.1181
C -2.4636 1.2016 1.2587
C -1.0776 0.6185 1.2884
O -0.3697 0.7480 2.2849
O -0.6254 -0.1059 0.2378
C 0.4350 0.5146 -0.5445
C 1.1742 -0.5556 -1.3017
O -1.1296 1.4639 -3.4529
C -1.9729 0.5279 -4.0717
C -2.3556 -0.5692 -3.0803
O -3.7222 -0.9241 -3.1726
C -3.9992 -2.1441 -2.5562
C -3.8682 -2.0758 -1.0350
H 4.4191 1.6585 1.1560
H 2.8932 0.7535 1.2608
H 4.4047 -0.0037 1.7190
H 5.1950 0.2359 -0.7052
H 3.9142 -0.9087 -0.3791
H 4.4750 2.4068 -1.6888
H 3.0542 2.6666 -0.6399
H 3.1569 3.2027 -3.3784
H 2.2928 1.6612 -3.2357
H 1.5739 4.0336 -1.4955
H 0.6482 2.5726 -1.8578
H 0.5311 3.2855 -4.2425
H 1.3181 4.7922 -3.8086
H -0.6496 5.1809 -2.1714
H -1.1274 5.1339 -3.8901
H -3.6586 3.5922 -4.6507
H -4.0749 4.3529 -3.1282
H -5.1401 2.1584 -2.3401
H -2.5420 3.7645 -0.3318
H -1.0956 2.7785 -0.2767
H -3.9769 1.9985 0.0256
H -3.0029 0.8175 -0.8103
H -2.4059 2.0829 1.8880
H -3.1675 0.4829 1.6755
H -0.0356 1.1840 -1.2591
H 1.0961 1.0866 0.1013
H 1.6572 -0.0840 -2.1538
H 0.4903 -1.3076 -1.6745
H 1.9676 -1.0031 -0.7080
H -2.8666 0.9630 -4.5241
H -1.4100 0.0630 -4.8873
H -2.0911 -0.2214 -2.0833
H -1.7468 -1.4618 -3.2659
H -3.3413 -2.9423 -2.9171
H -5.0203 -2.4182 -2.8070
H -4.4294 -2.8740 -0.5510
H -2.8324 -2.2148 -0.7386
H -4.2641 -1.1379 -0.6570
N 2.1318 -0.9196 2.5541
C 2.9690 -0.4212 3.5067
C 4.0256 -1.2868 3.6403
C 3.8120 -2.3512 2.7218
C 2.6320 -2.0950 2.0721
H 1.2751 -0.4792 2.2494
H 2.7451 0.5072 4.0024
H 4.8590 -1.1666 4.3131
H 4.4522 -3.2014 2.5538
H 2.1134 -2.6419 1.3031
N 6.7610 2.9609 -5.8637
C 5.5686 2.5645 -6.4102
C 4.9811 1.6883 -5.5389
C 5.8475 1.5519 -4.4232
C 6.9373 2.3487 -4.6510
H 7.4043 3.6022 -6.2854
H 5.2425 2.9407 -7.3643
H 4.0318 1.1998 -5.6796
H 5.6818 0.9383 -3.5530
H 7.8155 2.5353 -4.0573
N -5.2353 -6.1458 2.7255
C -4.5123 -6.5881 1.6426
C -3.5499 -5.6550 1.3757
C -3.6858 -4.6152 2.3361
C -4.7304 -4.9458 3.1535
H -6.0163 -6.6188 3.1403
H -4.7515 -7.5186 1.1552
H -2.8260 -5.7076 0.5804
H -3.0856 -3.7243 2.4129
H -5.1592 -4.4323 3.9966
N -4.5266 -0.3583 3.9596
C -5.1414 0.1415 5.0725
C -6.4767 -0.1502 4.9811
C -6.6720 -0.8565 3.7629
C -5.4488 -0.9695 3.1572
H -3.5446 -0.2863 3.7619
H -4.5791 0.6595 5.8298
H -7.2294 0.1139 5.7048
H -7.6025 -1.2360 3.3757
H -5.1580 -1.4293 2.2279
N -3.9786 -8.9970 3.7872
C -3.2440 -8.5489 4.8480
C -2.5227 -9.6062 5.3352
C -2.8341 -10.7372 4.5321
C -3.7346 -10.3275 3.5852
H -4.5972 -8.4289 3.2405
H -3.2937 -7.5195 5.1594
H -1.8438 -9.5721 6.1703
H -2.4398 -11.7340 4.6361
H -4.2178 -10.8658 2.7880
N 8.3635 -1.3857 -0.4943
C 7.8260 -0.9356 0.6833
C 6.4889 -1.2291 0.6749
C 6.2085 -1.8829 -0.5558
C 7.3831 -1.9648 -1.2543
H 9.3252 -1.3009 -0.7603
H 8.4386 -0.4472 1.4214
H 5.7849 -1.0020 1.4581
H 5.2510 -2.2480 -0.8877
H 7.6043 -2.3820 -2.2215
N 0.8576 7.4612 -5.2854
C -0.1536 8.3638 -5.4622
C -0.0729 9.2886 -4.4560
C 1.0332 8.9274 -3.6392
C 1.5850 7.7970 -4.1789
H 1.0339 6.6663 -5.8703
H -0.8433 8.2695 -6.2829
H -0.7352 10.1265 -4.3170
H 1.3798 9.4361 -2.7555
H 2.4266 7.2018 -3.8699
N -0.4512 0.3821 7.7027
C 0.6770 -0.3720 7.5066
C 0.8900 -0.4576 6.1569
C -0.1456 0.2670 5.5109
C -0.9558 0.7777 6.4899
H -0.8457 0.6104 8.5944
H 1.2280 -0.7746 8.3392
H 1.6937 -0.9874 5.6782
H -0.2629 0.3871 4.4453
H -1.8422 1.3864 6.4301
```

***

The following is a DFT calculation (ωB97M-V with the def2-TZVPD basis set) of a structure of composition C51H78N3O3S4SbW in a non-equilibrium geometry.

Gap between HOMO and LUMO in Ha: 0.2203
Largest force on an atom in eV Å⁻¹: 2.797
LUMO level in eV: -1.47
Net charge: 0
HOMO in eV: -7.463

The geometry in XYZ format:
```
141
C51H78N3O3S4SbW (ωB97M-V with the def2-TZVPD basis set)
W 0.7751 -0.1392 -0.4927
C -6.8573 -1.0072 -3.0332
C -6.6800 -0.4246 -1.6199
C -7.1777 1.0218 -1.6240
C -7.5383 -1.2256 -0.6296
C -5.2032 -0.5112 -1.2411
C -4.3777 0.5872 -1.1376
C -3.0254 0.4642 -0.8512
C -2.2835 1.7720 -0.8295
N -1.5688 2.0797 0.3985
C -0.9138 3.3662 0.2919
C 0.2448 3.4379 1.2918
N 1.0870 2.2159 1.3333
C 1.2303 1.7397 2.7095
C -0.0715 1.2382 3.3442
N -0.8722 0.3256 2.5201
C -2.2621 0.7677 2.3992
C -2.4098 2.0502 1.6021
C -0.9206 -1.0232 3.0311
C 0.2324 -1.9787 2.7903
C 0.0595 -3.1999 3.4318
C 1.0429 -4.1722 3.4403
C 2.2873 -3.7666 2.9785
C 2.5432 -2.5306 2.3845
C 1.4176 -1.7293 2.0823
O 1.4405 -0.6750 1.1745
C 4.0393 -2.1758 2.2749
C 4.2970 -0.7316 1.8555
C 4.7712 -3.1665 1.3374
C 4.6392 -2.3051 3.6886
C 0.8024 -5.6080 3.9058
C 1.8735 -6.0489 4.9113
C -0.5721 -5.7687 4.5580
C 0.8603 -6.5107 2.6597
C 2.4148 2.5263 0.7893
C 2.3671 3.1238 -0.6016
C 3.1952 4.1974 -0.8516
C 3.2839 4.7748 -2.1145
C 2.4847 4.2334 -3.1061
C 1.5988 3.1665 -2.9205
C 1.5793 2.5932 -1.6429
O 0.7701 1.5231 -1.3136
C 0.8256 2.7019 -4.1760
C 1.6857 1.6507 -4.8902
C 0.5781 3.8901 -5.1297
C -0.5552 2.1071 -3.8862
C 4.1902 5.9818 -2.3441
C 3.6344 7.1666 -1.5339
C 4.2482 6.3859 -3.8187
C 5.6159 5.6651 -1.8714
C -2.4091 -0.8005 -0.6623
O -1.0832 -0.8310 -0.2857
C -3.2489 -1.9591 -0.7624
C -4.5984 -1.7410 -1.0394
C -2.8752 -3.4545 -0.5748
C -4.0181 -4.4023 -0.9757
C -2.5519 -3.7422 0.8920
C -1.6709 -3.8531 -1.4095
H -7.9054 -0.9439 -3.3453
H -6.5519 -2.0563 -3.0662
H -6.2466 -0.4557 -3.7539
H -8.2451 1.0377 -1.8574
H -6.6649 1.6230 -2.3805
H -7.0370 1.4937 -0.6471
H -8.5978 -1.1229 -0.8858
H -7.3951 -0.8606 0.3923
H -7.2974 -2.2921 -0.6466
H -4.7759 1.5862 -1.2706
H -3.0016 2.5748 -1.0533
H -1.5655 1.7696 -1.6340
H -1.6188 4.1867 0.4899
H -0.5484 3.5064 -0.7187
H -0.1620 3.6133 2.2879
H 0.8645 4.3034 1.0520
H 1.6226 2.5431 3.3505
H 1.9717 0.9494 2.7065
H -0.6893 2.0969 3.6152
H 0.2048 0.7587 4.2893
H -2.7240 0.8966 3.3929
H -2.8130 -0.0145 1.8893
H -2.1433 2.8979 2.2339
H -3.4684 2.1842 1.3433
H -1.8143 -1.4801 2.6256
H -1.0710 -1.0001 4.1196
H -0.8873 -3.3670 3.9378
H 3.1341 -4.4359 3.1016
H 3.9001 -0.5128 0.8739
H 5.3749 -0.5469 1.8263
H 3.8562 -0.0362 2.5778
H 4.1066 -3.5603 0.5731
H 5.1689 -4.0185 1.8992
H 5.6105 -2.6830 0.8373
H 4.1535 -1.6079 4.3781
H 5.7055 -2.0579 3.6482
H 4.5396 -3.3117 4.0992
H 1.8805 -5.3881 5.7823
H 2.8744 -6.0436 4.4718
H 1.6680 -7.0675 5.2528
H -0.6755 -5.1257 5.4374
H -0.7044 -6.8053 4.8795
H -1.3793 -5.5335 3.8563
H 1.8478 -6.4693 2.1928
H 0.1242 -6.1817 1.9199
H 0.6453 -7.5511 2.9258
H 3.0060 1.6175 0.7776
H 2.9371 3.2333 1.4469
H 3.7930 4.5795 -0.0288
H 2.5425 4.6555 -4.0988
H 2.6878 2.0387 -5.1005
H 1.2191 1.3492 -5.8360
H 1.7994 0.7568 -4.2760
H 1.4773 4.1799 -5.6799
H 0.2007 4.7640 -4.5903
H -0.1683 3.6000 -5.8723
H -0.4956 1.1891 -3.3219
H -1.0425 1.8646 -4.8342
H -1.1878 2.8226 -3.3551
H 2.6040 7.3846 -1.8301
H 4.2402 8.0634 -1.7017
H 3.6391 6.9466 -0.4621
H 3.2657 6.6871 -4.1934
H 4.6245 5.5682 -4.4417
H 4.9236 7.2368 -3.9359
H 5.6583 5.4972 -0.7921
H 6.2795 6.5026 -2.1040
H 6.0005 4.7705 -2.3698
H -5.2377 -2.6058 -1.1200
H -4.8815 -4.3324 -0.3087
H -3.6438 -5.4252 -0.9105
H -4.3442 -4.2316 -2.0054
H -3.3675 -3.4230 1.5482
H -1.6330 -3.2402 1.1754
H -2.3936 -4.8174 1.0339
H -1.7753 -3.5388 -2.4495
H -1.5327 -4.9394 -1.3860
H -0.7854 -3.4033 -0.9938
S 3.0487 0.0541 -1.3833
Sb 3.7298 -2.1785 -2.1634
S 0.4012 -1.3437 -2.6053
S 1.2784 -2.5039 -1.1501
S 3.4912 -2.1418 -4.3874
```